A:
A gas-phase ion, C2H5N2O2 (charge +1), computed with ωB97M-V with the def2-TZVPD basis set.

The geometry in ORCA input format:
```
! wB97M-V def2-TZVPD RIJCOSX def2/J DEFGRID3
* xyz 1 1
C -0.22606 -1.48310 1.24293
C -0.24843 0.73155 0.78482
N -0.33747 -2.62195 0.60432
N 0.08982 1.89190 -0.29672
O -0.18180 -1.06465 2.31467
O -0.21820 -0.40414 0.21336
H -0.53624 -3.52138 1.11034
H -0.50739 -2.62933 -0.31720
H 0.47716 2.69681 0.26769
H -0.81688 2.30541 -0.74799
H 0.88355 1.58326 -1.02941
*
```

As for the HOMO-LUMO gap: 0.36938 Ha. For the LUMO energy, the calculation gives -4.764 eV. The calculation puts the HOMO energy at -14.82 eV.

Here are the Löwdin charges for atoms 1 to 6, given in e: -0.55 0.08 0.26 0.13 0.19 0.05

=====

B:
A gas-phase ion, C2H5N2O2 (charge +1), computed with ωB97M-V with the def2-TZVPD basis set.

The geometry in ORCA input format:
```
! wB97M-V def2-TZVPD RIJCOSX def2/J DEFGRID3
* xyz 1 1
O -0.61687 -1.39642 1.19981
C 0.15029 -0.35754 0.83604
N 0.55506 -0.47841 -0.54886
C 0.06414 0.46558 -1.29531
N -0.56451 1.26046 -0.58046
O -0.36109 0.97005 0.72934
H -0.78409 -1.56109 2.13112
H 1.16298 -0.23817 1.49292
H 1.03791 -1.30859 -0.82622
H 0.28046 0.49792 -2.29797
H -0.92428 2.14622 -0.84043
*
```

As for the HOMO-LUMO gap: 0.42415 Ha. For the LUMO energy, the calculation gives -3.735 eV. As for the SMILES: O[C@H]1[NH+]=CNO1. The calculation puts the HOMO energy at -15.28 eV.

Here are the Löwdin charges for atoms 1 to 6, given in e: 0.13 -0.38 0.18 -0.05 0.13 0.07

=====

Out of the structures above, which one is the most stable? Solution: B.